The following is a DFT calculation (the ωB97M-V functional and the def2-TZVPD basis) of a 9-piece molecular cluster, C20H61N5O10 overall.

Each atom is followed by the atoms it is bonded to, with distances in Å.
CARTESIAN COORDINATES (ANGSTROEM)
1 N -18.567 -56.823 38.520  H2 0.987, H3 1.012, H4 0.974, H5 1.035
2 H -18.857 -57.273 39.349  N1 0.987
3 H -18.071 -55.946 38.613  N1 1.012
4 H -19.382 -56.563 38.053  N1 0.974
5 H -18.056 -57.622 38.105  N1 1.035
6 C -20.816 -53.933 36.818  O7 1.264, O8 1.414, O9 1.304
7 O -21.209 -53.401 37.896  C6 1.264
8 O -21.650 -54.178 35.702  C6 1.414, H10 0.939
9 O -19.611 -54.407 36.670  C6 1.304
10 H -22.451 -53.804 36.016  O8 0.939
11 C -27.396 -53.443 34.906  C12 1.641, H17 1.070, H18 1.102, H19 1.271
12 C -27.022 -54.595 36.013  C11 1.641, C13 1.559, N16 1.492, H20 1.079
13 C -25.654 -55.323 35.843  C12 1.559, O14 1.468, H21 0.857, H22 1.045
14 O -25.855 -56.107 34.618  C13 1.468, C15 1.471
15 C -24.566 -56.693 34.218  O14 1.471, H23 0.971, H24 1.127, H25 0.923
16 N -27.026 -53.921 37.345  C12 1.492, H26 0.990, H27 1.043
17 H -28.355 -53.038 35.153  C11 1.070
18 H -27.250 -53.757 33.860  C11 1.102
19 H -26.606 -52.582 35.405  C11 1.271
20 H -27.751 -55.387 35.932  C12 1.079
21 H -25.524 -55.914 36.451  C13 0.857
22 H -24.877 -54.629 35.931  C13 1.045
23 H -24.233 -57.280 34.916  C15 0.971
24 H -24.003 -55.717 34.196  C15 1.127
25 H -24.710 -57.055 33.381  C15 0.923
26 H -27.956 -53.670 37.572  N16 0.990
27 H -26.590 -52.976 37.283  N16 1.043
28 C -23.954 -49.963 40.581  C29 1.520, H34 1.121, H35 1.186, H36 1.155
29 C -22.704 -50.663 40.073  C28 1.520, C30 1.551, N33 1.453, H37 1.066
30 C -21.672 -50.870 41.213  C29 1.551, O31 1.416, H38 1.185, H39 1.055
31 O -21.123 -49.598 41.501  C30 1.416, C32 1.413
32 C -20.082 -49.781 42.439  O31 1.413, H40 0.989, H41 1.061, H42 1.091
33 N -23.198 -51.834 39.368  C29 1.453, H43 1.008, H44 1.017
34 H -24.299 -50.326 41.584  C28 1.121
35 H -24.852 -49.664 39.868  C28 1.186
36 H -23.737 -48.889 40.944  C28 1.155
37 H -22.261 -50.054 39.318  C29 1.066
38 H -20.881 -51.605 40.726  C30 1.185
39 H -22.103 -51.300 42.075  C30 1.055
40 H -19.709 -48.895 42.676  C32 0.989
41 H -19.237 -50.317 42.086  C32 1.061
42 H -20.617 -50.345 43.205  C32 1.091
43 H -23.163 -52.444 40.170  N33 1.008
44 H -22.313 -52.054 38.921  N33 1.017
45 C -15.816 -55.586 36.973  C46 1.511, H51 1.110, H52 1.090, H53 1.222
46 C -14.611 -54.876 37.545  C45 1.511, C47 1.519, N50 1.497, H54 1.073
47 C -14.277 -53.609 36.777  C46 1.519, O48 1.417, H55 1.181, H56 1.133
48 O -13.831 -53.851 35.454  C47 1.417, C49 1.435
49 C -13.718 -52.650 34.677  O48 1.435, H57 0.980, H58 1.051, H59 1.246
50 N -14.876 -54.445 38.955  C46 1.497, H60 0.972, H61 1.029
51 H -16.816 -55.133 37.138  C45 1.110
52 H -15.789 -56.598 37.376  C45 1.090
53 H -15.608 -55.840 35.796  C45 1.222
54 H -13.779 -55.552 37.564  C46 1.073
55 H -13.283 -53.218 37.279  C47 1.181
56 H -15.196 -52.955 36.670  C47 1.133
57 H -13.474 -52.728 33.731  C49 0.980
58 H -13.358 -51.803 35.183  C49 1.051
59 H -14.888 -52.222 34.640  C49 1.246
60 H -14.168 -53.820 39.186  N50 0.972
61 H -15.757 -53.922 38.859  N50 1.029
62 C -24.235 -49.395 36.443  C63 1.447, H68 1.024, H69 1.017, H70 1.153
63 C -24.540 -50.734 35.987  C62 1.447, C64 1.514, N67 1.378, H71 1.010
64 C -23.268 -51.372 35.473  C63 1.514, O65 1.403, H72 0.992, H73 0.894
65 O -22.757 -50.836 34.281  C64 1.403, C66 1.384
66 C -21.603 -51.462 33.844  O65 1.384, H74 1.022, H75 0.972, H76 1.100
67 N -25.072 -51.514 36.991  C63 1.378, H77 0.979, H78 1.111
68 H -23.701 -48.769 35.834  C62 1.024
69 H -23.636 -49.484 37.260  C62 1.017
70 H -25.219 -48.938 36.832  C62 1.153
71 H -25.178 -50.546 35.228  C63 1.010
72 H -23.463 -52.318 35.246  C64 0.992
73 H -22.604 -51.310 36.070  C64 0.894
74 H -20.972 -51.629 34.630  C66 1.022
75 H -21.272 -50.882 33.137  C66 0.972
76 H -21.901 -52.394 33.341  C66 1.100
77 H -24.581 -51.330 37.817  N67 0.979
78 H -24.867 -52.543 36.627  N67 1.111
79 C -18.209 -51.766 38.536  O80 1.421, H81 1.048, H82 0.988, H83 1.018
80 O -18.002 -53.152 38.297  C79 1.421, H84 0.854
81 H -19.147 -51.686 38.996  C79 1.048
82 H -18.326 -51.197 37.737  C79 0.988
83 H -17.398 -51.456 39.067  C79 1.018
84 H -18.481 -53.347 37.619  O80 0.854
85 C -19.744 -55.898 33.623  O86 1.396, H87 1.022, H88 1.102, H89 0.983
86 O -19.280 -56.319 34.871  C85 1.396, H90 1.077
87 H -18.972 -56.003 32.962  C85 1.022
88 H -19.807 -54.798 33.654  C85 1.102
89 H -20.620 -56.294 33.417  C85 0.983
90 H -19.624 -55.550 35.542  O86 1.077
91 C -21.242 -54.385 40.972  O92 1.466, H93 1.073, H94 1.063, H95 1.000
92 O -20.044 -54.201 40.148  C91 1.466, H96 0.927
93 H -20.980 -54.242 42.003  C91 1.073
94 H -21.674 -55.357 40.972  C91 1.063
95 H -21.992 -53.882 40.542  C91 1.000
96 H -20.430 -54.206 39.305  O92 0.927

Summary:
Relative energy (zero: lowest compared OMol25 entry of this formula, charge and spin) ... 324.26 kcal per mole
E_tot ... -49639.97169 eV
LUMO level ... -0.72 eV
Kohn-Sham gap ... 8.02 eV
HOMO ... -8.731 eV


The following is a DFT calculation (the ωB97M-V functional and the def2-TZVPD basis) of a 8-piece molecular cluster, C20H61N5O8 overall.

Each atom is followed by the atoms it is bonded to, with distances in Å.
CARTESIAN COORDINATES (ANGSTROEM)
1 C 2.129 -0.386 -3.129  O2 1.402, H7 1.095, H8 1.106, H9 1.096
2 O 2.869 0.200 -4.165  C1 1.402, C3 1.386
3 C 2.798 -0.524 -5.345  O2 1.386, C4 1.473, H10 1.105, H11 1.104
4 C 3.545 0.178 -6.404  C3 1.473, C5 1.538, N6 1.465, H12 1.102
5 C 3.301 -0.536 -7.744  C4 1.538, H13 1.090, H14 1.089, H15 1.091
6 N 4.972 0.131 -6.075  C4 1.465, H16 1.016, H17 1.017
7 H 1.825 0.378 -2.406  C1 1.095
8 H 2.729 -1.110 -2.547  C1 1.106
9 H 1.216 -0.857 -3.511  C1 1.096
10 H 3.245 -1.528 -5.233  C3 1.105
11 H 1.751 -0.691 -5.648  C3 1.104
12 H 3.229 1.220 -6.567  C4 1.102
13 H 3.497 -1.604 -7.654  C5 1.090
14 H 3.946 -0.115 -8.514  C5 1.089
15 H 2.264 -0.357 -8.033  C5 1.091
16 H 5.528 0.638 -6.758  N6 1.016
17 H 5.169 0.576 -5.183  N6 1.017
18 C -0.321 4.459 -6.363  O19 1.393, H24 1.100, H25 1.087, H26 1.096
19 O -1.261 3.493 -6.008  C18 1.393, C20 1.431
20 C -1.537 3.483 -4.604  O19 1.431, C21 1.516, H27 1.100, H28 1.100
21 C -0.727 2.454 -3.842  C20 1.516, C22 1.544, N23 1.491, H29 1.095
22 C -0.706 1.115 -4.611  C21 1.544, H30 1.096, H31 1.080, H32 1.103
23 N -1.317 2.346 -2.477  C21 1.491, H33 1.017, H34 1.020
24 H -0.750 5.469 -6.285  C18 1.100
25 H -0.045 4.283 -7.399  C18 1.087
26 H 0.568 4.419 -5.723  C18 1.096
27 H -1.411 4.486 -4.170  C20 1.100
28 H -2.605 3.274 -4.439  C20 1.100
29 H 0.304 2.794 -3.701  C21 1.095
30 H -1.579 0.992 -5.263  C22 1.096
31 H -0.576 0.252 -3.974  C22 1.080
32 H 0.113 1.134 -5.350  C22 1.103
33 H -0.674 1.914 -1.817  N23 1.017
34 H -2.110 1.704 -2.498  N23 1.020
35 C -4.124 2.003 1.439  O36 1.372, H41 1.102, H42 1.085, H43 1.095
36 O -4.774 0.852 1.809  C35 1.372, C37 1.383
37 C -3.910 -0.109 2.304  O36 1.383, C38 1.490, H44 1.097, H45 1.106
38 C -3.902 -0.130 3.794  C37 1.490, C39 1.511, N40 1.509, H46 1.093
39 C -2.888 -1.128 4.303  C38 1.511, H47 1.089, H48 1.086, H49 1.094
40 N -5.274 -0.453 4.330  C38 1.509, H50 1.025, H51 1.019
41 H -3.696 2.531 2.307  C35 1.102
42 H -4.873 2.652 0.999  C35 1.085
43 H -3.314 1.794 0.733  C35 1.095
44 H -4.224 -1.084 1.913  C37 1.097
45 H -2.887 0.047 1.914  C37 1.106
46 H -3.718 0.860 4.220  C38 1.093
47 H -2.752 -0.947 5.368  C39 1.089
48 H -1.968 -1.002 3.739  C39 1.086
49 H -3.265 -2.150 4.207  C39 1.094
50 H -5.960 -0.037 3.693  N40 1.025
51 H -5.430 -1.460 4.313  N40 1.019
52 C 2.586 -3.647 5.591  O53 1.402, H58 1.104, H59 1.089, H60 1.106
53 O 2.422 -3.217 4.266  C52 1.402, C54 1.412
54 C 1.719 -4.126 3.444  O53 1.412, C55 1.488, H61 1.098, H62 1.103
55 C 2.148 -3.855 2.046  C54 1.488, C56 1.483, N57 1.494, H63 1.102
56 C 2.023 -2.426 1.668  C55 1.483, H64 1.086, H65 1.094, H66 1.103
57 N 1.391 -4.749 1.119  C55 1.494, H67 1.029, H68 1.025
58 H 1.789 -4.329 5.938  C52 1.104
59 H 2.585 -2.782 6.252  C52 1.089
60 H 3.531 -4.200 5.738  C52 1.106
61 H 1.969 -5.154 3.741  C54 1.098
62 H 0.636 -3.943 3.540  C54 1.103
63 H 3.214 -4.133 2.003  C55 1.102
64 H 2.721 -1.798 2.213  C56 1.086
65 H 1.015 -2.006 1.734  C56 1.094
66 H 2.246 -2.270 0.599  C56 1.103
67 H 1.473 -5.712 1.470  N57 1.029
68 H 1.922 -4.816 0.245  N57 1.025
69 C -0.289 2.983 6.841  O70 1.407, H75 1.099, H76 1.111, H77 1.088
70 O -0.471 2.323 5.612  C69 1.407, C71 1.401
71 C 0.488 2.646 4.642  O70 1.401, C72 1.494, H78 1.100, H79 1.101
72 C 0.165 1.816 3.441  C71 1.494, C73 1.508, N74 1.482, H80 1.105
73 C 0.531 0.361 3.591  C72 1.508, H81 1.089, H82 1.086, H83 1.096
74 N 0.814 2.371 2.230  C72 1.482, H84 1.028, H85 1.024
75 H -0.402 4.074 6.765  C69 1.099
76 H 0.707 2.761 7.278  C69 1.111
77 H -1.026 2.602 7.545  C69 1.088
78 H 0.406 3.703 4.348  C71 1.100
79 H 1.494 2.393 5.011  C71 1.101
80 H -0.923 1.912 3.270  C72 1.105
81 H 1.602 0.225 3.736  C73 1.089
82 H 0.158 -0.199 2.739  C73 1.086
83 H 0.023 -0.008 4.488  C73 1.096
84 H 0.512 1.795 1.434  N74 1.028
85 H 0.416 3.281 1.980  N74 1.024
86 O -0.270 0.463 -0.079  H87 0.970, H88 0.974
87 H -1.180 0.128 -0.040  O86 0.970
88 H 0.243 -0.273 -0.458  O86 0.974
89 O -3.284 -2.105 -0.852  H90 0.965, H91 0.982
90 H -3.692 -2.869 -1.277  O89 0.965
91 H -2.476 -2.458 -0.419  O89 0.982
92 O -0.746 -3.316 -0.373  H93 0.992, H94 0.967
93 H -0.150 -3.801 0.252  O92 0.992
94 H -0.461 -3.569 -1.262  O92 0.967

Summary:
Relative energy (zero: lowest compared OMol25 entry of this formula, charge and spin) ... 15.52 kcal per mole
E_tot ... -45557.27508 eV
LUMO level ... 0.14 eV
Kohn-Sham gap ... 9.02 eV
HOMO ... -8.886 eV
SMILES ... COC[C@H](C)N.COC[C@H](C)N.COC[C@H](C)N.COC[C@H](C)N.COC[C@H](C)N.O.O.O


Q: Among the records above, which one has the highest E_tot?
A: C20H61N5O8


Q: Number 1 is which compound?
A: C20H61N5O10


Q: The lowest HOMO belongs to which entry?
A: C20H61N5O8